1.
Entry from OMol25: a single C10H9ClNOP molecule (ωB97M-V with the def2-TZVPD basis set).

highest occupied orbital energy: -9.03 eV
maximum force: 5.2 eV/Å
HOMO-LUMO gap: 8.91 eV
SMILES: ClP(Oc1ccccc1)[C@H]1C=CC=N1

```
! wB97M-V def2-TZVPD RIJCOSX def2/J DEFGRID3
* xyz 0 1
C -2.40 1.88 -1.20
C -2.91 1.18 -0.18
C -1.09 1.90 -1.57
C 1.38 -1.74 -0.95
C 0.95 -2.20 0.30
C -2.01 0.51 0.59
C -0.22 1.10 -0.86
C 2.48 -0.91 -0.73
C 1.85 -1.56 1.26
C -0.68 0.56 0.31
N 2.87 -0.80 0.56
O 0.24 0.40 1.34
P 0.60 -0.79 2.36
Cl 1.77 0.50 3.40
H -3.13 2.48 -1.85
H -3.94 1.32 0.25
H -0.90 2.51 -2.45
H 1.04 -1.95 -1.93
H 0.10 -2.73 0.49
H -2.37 0.01 1.49
H 0.82 1.14 -1.08
H 3.09 -0.42 -1.43
H 2.44 -2.39 1.91
*
```

From a Löwdin analysis of the wavefunction, the atomic charges in e read: number 1, C, carries -0.144; number 2, C, carries -0.105; number 3, C, carries -0.073; number 4, C, carries -0.059; number 5, C, carries -0.105; number 6, C, carries -0.042; number 7, C, carries -0.016; number 8, C, carries -0.158; number 9, C, carries -0.594; number 10, C, carries -0.319; number 11, N, carries 0.073; number 12, O, carries -0.396; number 13, P, carries 0.590; number 14, Cl, carries 0.294; number 15, H, carries 0.133; number 16, H, carries 0.134; number 17, H, carries 0.113; number 18, H, carries 0.095; number 19, H, carries 0.071; number 20, H, carries 0.120; number 21, H, carries 0.110; number 22, H, carries 0.094; number 23, H, carries 0.182

=====

2.
Entry from OMol25: a single C10H9F3O molecule (ωB97M-V with the def2-TZVPD basis set).

highest occupied orbital energy: -9.41 eV
energy relative to the best compared isomer or geometry (same formula, charge and spin): 3.787 eV
maximum force: 4.8 eV/Å
HOMO-LUMO gap: 9.24 eV

```
! wB97M-V def2-TZVPD RIJCOSX def2/J DEFGRID3
* xyz 0 1
C -2.42 0.77 -2.62
C 0.20 2.16 0.75
C -2.01 0.53 -1.49
C -0.66 1.21 0.46
C 2.12 0.93 0.41
C -1.20 -1.24 1.69
C -0.71 -1.92 -0.63
C -1.61 -1.08 0.22
C -1.39 0.38 -0.19
C 3.61 0.98 -0.01
O 1.57 2.11 0.41
F 4.25 0.45 1.02
F 4.08 2.20 -0.20
F 3.82 0.19 -1.05
H -2.52 1.04 -3.62
H -0.04 3.06 1.42
H -2.01 -1.23 2.48
H -0.35 -0.73 1.97
H -0.86 -2.28 1.70
H 0.43 -1.64 -0.54
H -0.78 -2.93 -0.38
H -0.91 -1.73 -1.78
H -2.60 -1.23 0.00
*
```

From a Löwdin analysis of the wavefunction, the atomic charges in e read: number 1, C, carries 0.162; number 2, C, carries -0.077; number 3, C, carries -0.067; number 4, C, carries 0.045; number 5, C, carries 0.132; number 6, C, carries -0.052; number 7, C, carries -0.077; number 8, C, carries -0.376; number 9, C, carries -0.226; number 10, C, carries -0.699; number 11, O, carries -0.007; number 12, F, carries 0.151; number 13, F, carries 0.156; number 14, F, carries 0.158; number 15, H, carries 0.014; number 16, H, carries 0.154; number 17, H, carries 0.110; number 18, H, carries 0.037; number 19, H, carries 0.070; number 20, H, carries 0.125; number 21, H, carries 0.046; number 22, H, carries 0.116; number 23, H, carries 0.106

=====

3.
Entry from OMol25: a single C10H9FN2OS molecule (ωB97M-V with the def2-TZVPD basis set).

highest occupied orbital energy (alpha / beta): -6.06 / -9.03 eV
energy relative to the best compared isomer or geometry (same formula, charge and spin): 0.111 eV
maximum force: 6.8 eV/Å
HOMO-LUMO gap (alpha / beta): 6.68 / 6.48 eV

```
! wB97M-V def2-TZVPD RIJCOSX def2/J DEFGRID3
* xyz 0 3
C 1.84 2.08 0.95
C 3.10 1.65 0.35
C 0.60 1.40 0.66
C 3.05 0.61 -0.55
C 0.61 0.22 -0.08
C 1.79 -0.07 -0.77
C -3.37 1.06 0.01
C -0.69 -3.23 -0.45
C -0.09 -2.18 0.10
C -0.45 -0.74 -0.23
N -2.34 0.57 -0.75
N -1.71 -0.51 -0.29
O -3.99 2.02 -0.21
F 1.84 -1.09 -1.52
S -3.79 0.06 1.39
H 1.77 2.89 1.70
H 4.03 2.14 0.66
H -0.35 1.75 1.00
H 4.00 0.61 -1.07
H -0.36 -4.29 -0.46
H -1.62 -3.13 -1.02
H 0.87 -2.19 0.64
H -1.91 1.25 -1.41
H -2.84 -0.90 1.34
*
```

From a Löwdin analysis of the wavefunction, the atomic charges in e read: number 1, C, carries -0.050; number 2, C, carries -0.088; number 3, C, carries -0.023; number 4, C, carries -0.008; number 5, C, carries -0.161; number 6, C, carries -0.274; number 7, C, carries -0.889; number 8, C, carries 0.005; number 9, C, carries -0.112; number 10, C, carries -0.269; number 11, N, carries 0.064; number 12, N, carries 0.030; number 13, O, carries 0.058; number 14, F, carries 0.127; number 15, S, carries 0.865; number 16, H, carries 0.098; number 17, H, carries 0.102; number 18, H, carries 0.099; number 19, H, carries 0.111; number 20, H, carries 0.068; number 21, H, carries 0.054; number 22, H, carries 0.118; number 23, H, carries 0.194; number 24, H, carries -0.121

=====

4.
Entry from OMol25: a molecular structure, C10H9LaN2O5 (ωB97M-V with the def2-TZVPD basis set).

highest occupied orbital energy (alpha / beta): -16.10 / -16.10 eV
energy relative to the best compared isomer or geometry (same formula, charge and spin): 0.332 eV
maximum force: 8.6 eV/Å
HOMO-LUMO gap (alpha / beta): 6.80 / 6.79 eV

```
! wB97M-V def2-TZVPD RIJCOSX def2/J DEFGRID3
* xyz 2 1
O -0.14 4.65 -2.74
C -0.10 4.02 -3.69
La 0.10 -0.40 -1.34
C 0.16 -2.05 -3.87
O 0.61 -3.19 -3.89
C -0.70 -1.64 -4.97
O -0.75 -0.74 -5.74
C 2.28 -0.62 -2.58
O 3.28 -0.80 -3.12
C -2.13 -0.46 -2.58
O -3.19 -0.52 -3.05
H 0.96 1.14 -1.07
C 0.01 2.18 3.87
C -0.02 1.00 2.99
C -0.01 -0.38 3.21
C -0.05 -1.01 1.96
N -0.13 -0.03 1.00
N -0.11 1.18 1.66
C -0.03 -2.46 1.64
H -0.87 2.16 4.52
H 0.91 2.18 4.48
H -0.02 3.13 3.31
H -0.02 -0.86 4.19
H 0.02 2.07 1.17
H 0.90 -2.96 1.98
H -0.87 -2.98 2.13
H -0.13 -2.62 0.54
*
```

From a Löwdin analysis of the wavefunction, the atomic charges in e read: number 1, O, carries 0.011; number 2, C, carries 0.003; number 3, La, carries 1.660; number 4, C, carries -0.289; number 5, O, carries 0.108; number 6, C, carries 0.002; number 7, O, carries 0.260; number 8, C, carries -0.099; number 9, O, carries 0.182; number 10, C, carries -0.056; number 11, O, carries 0.189; number 12, H, carries -0.173; number 13, C, carries 0.013; number 14, C, carries -0.252; number 15, C, carries 0.061; number 16, C, carries -0.319; number 17, N, carries -0.218; number 18, N, carries 0.040; number 19, C, carries -0.018; number 20, H, carries 0.109; number 21, H, carries 0.108; number 22, H, carries 0.099; number 23, H, carries 0.138; number 24, H, carries 0.167; number 25, H, carries 0.115; number 26, H, carries 0.115; number 27, H, carries 0.044

=====

5.
Entry from OMol25: a single C10H9N molecule (ωB97M-V with the def2-TZVPD basis set).

highest occupied orbital energy: -7.69 eV
energy relative to the best compared isomer or geometry (same formula, charge and spin): 3.911 eV
maximum force: 8.9 eV/Å
HOMO-LUMO gap: 7.93 eV
SMILES: Nc1cccc2ccccc12

```
! wB97M-V def2-TZVPD RIJCOSX def2/J DEFGRID3
* xyz 0 1
C 1.44 -0.30 -0.55
C 2.11 -0.87 0.46
C 1.32 -1.15 1.57
C -0.07 -1.19 1.68
C -0.76 -0.37 0.71
C -1.94 0.28 1.00
C -2.51 0.95 -0.03
C -1.95 1.16 -1.19
C -0.67 0.67 -1.55
C 0.05 0.00 -0.38
H 3.23 -0.23 -1.44
H 1.82 0.54 -2.48
H 3.29 -0.56 0.72
H 1.69 -1.45 2.54
H -0.66 -1.45 2.56
H -2.27 0.18 1.92
H -3.48 1.44 0.48
H -2.52 1.94 -1.77
H -0.34 0.77 -2.51
N 2.24 -0.34 -1.75
*
```

From a Löwdin analysis of the wavefunction, the atomic charges in e read: number 1, C, carries -0.328; number 2, C, carries -0.092; number 3, C, carries -0.110; number 4, C, carries -0.018; number 5, C, carries -0.194; number 6, C, carries -0.045; number 7, C, carries -0.147; number 8, C, carries -0.134; number 9, C, carries 0.052; number 10, C, carries -0.070; number 11, H, carries 0.071; number 12, H, carries 0.176; number 13, H, carries 0.180; number 14, H, carries 0.098; number 15, H, carries 0.105; number 16, H, carries 0.070; number 17, H, carries 0.158; number 18, H, carries 0.123; number 19, H, carries 0.053; number 20, N, carries 0.050

=====

> Look up the maximum force of the first one.

5.2 eV/Å